# 1
{
  "formula": "C41H40NO7P3Pd",
  "method": "ωB97M-V/def2-TZVPD",
  "symbols": ["C", "H", "C", "O", "H", "H", "C", "C", "H", "H", "C", "C", "C", "C", "H", "H", "H", "H", "H", "C", "H", "C", "H", "P", "C", "C", "C", "O", "H", "C", "H", "H", "C", "O", "C", "C", "H", "H", "C", "H", "H", "C", "Pd", "C", "H", "H", "C", "C", "H", "C", "O", "C", "C", "H", "C", "H", "H", "O", "C", "C", "C", "C", "H", "P", "H", "P", "C", "C", "C", "C", "O", "N", "H", "C", "H", "H", "C", "C", "C", "C", "H", "H", "H", "H", "H", "H", "H", "O", "C", "H", "C", "H", "H"],
  "coordinates": [[-5.199, 3.950, 1.873], [-4.346, 2.287, -3.546], [0.519, -2.272, 2.684], [-2.438, -1.065, -1.866], [-1.167, -1.285, -3.458], [-2.660, 1.406, 3.268], [2.827, 1.994, 2.261], [3.430, 1.840, -3.924], [-0.698, 0.024, -2.333], [-4.540, -1.701, 1.526], [-3.384, 2.104, 2.861], [1.563, -4.118, 0.289], [2.503, -0.495, 1.496], [-4.451, 2.512, 3.645], [-4.566, 2.116, 4.646], [-5.899, 4.680, 1.487], [-4.014, 1.787, -1.165], [-6.203, 3.748, 3.757], [1.168, -4.479, 1.229], [-1.013, 3.230, -1.830], [1.195, -0.685, -3.595], [1.580, -2.754, -0.001], [-0.801, -3.176, -0.816], [-1.723, 2.182, 0.635], [1.416, -3.110, 3.351], [2.511, -4.598, -1.871], [-2.396, 3.158, -3.802], [5.035, 1.984, -5.798], [3.730, 2.745, -3.414], [2.108, 0.909, 1.808], [-2.011, -2.335, 4.942], [2.883, -2.888, -3.123], [1.985, 3.122, 2.132], [4.335, 0.064, -6.870], [4.003, 1.411, -5.091], [3.588, 0.258, -5.736], [-4.002, 3.962, 0.098], [2.877, -5.314, -2.596], [-0.709, -1.995, 3.274], [-1.394, -1.330, 2.767], [2.010, -6.091, -0.408], [-5.366, 3.430, 3.148], [-0.520, 0.192, 0.548], [1.074, -3.678, 4.568], [3.115, -0.550, 0.592], [1.778, -4.326, 5.074], [-2.031, 2.636, -1.094], [5.183, 1.206, -6.979], [4.880, 1.798, -7.847], [-4.193, -0.673, 1.445], [-2.531, -2.514, 0.160], [2.028, -5.034, -0.643], [1.743, 1.514, -2.094], [-0.380, 3.914, -3.748], [-3.220, 2.603, 1.571], [-2.241, -4.188, -0.999], [2.012, -1.264, -1.484], [-3.715, -0.418, 0.117], [-1.051, -2.561, 4.495], [-1.532, -0.474, -2.829], [0.797, 2.672, 1.594], [-3.228, 2.280, -1.722], [2.251, -1.419, -5.750], [0.977, -1.453, 1.127], [-3.402, -0.500, 2.179], [-2.279, -0.997, -0.301], [2.577, -0.524, -5.237], [1.993, -0.102, -4.037], [2.402, 1.052, -3.387], [-0.163, -3.408, 5.139], [1.949, 2.691, -1.757], [0.866, 1.323, 1.425], [-2.102, 0.232, -3.427], [-4.128, 3.545, 1.087], [2.395, -3.305, 2.930], [3.848, 1.985, 2.609], [-1.197, 3.480, -3.185], [2.517, -3.243, -2.166], [-3.411, 2.555, -3.068], [-0.494, 3.374, 1.336], [-0.428, -3.851, 6.090], [2.233, 4.144, 2.374], [6.218, 0.877, -7.069], [-0.926, 3.750, 2.267], [-1.368, -4.156, 0.556], [-0.036, 3.433, -1.400], [3.053, -0.991, 2.300], [1.039, 0.655, -1.482], [2.048, -2.322, -1.241], [-0.424, 4.225, 0.653], [-1.679, -3.566, -0.304], [-5.009, 0.019, 1.632], [-2.536, 3.360, -4.856]],
  "atomic_forces_ev_per_a": [[0.0, 0.0, 0.0], [0.0, 0.0, 0.0], [0.1, 0.0, 0.0], [0.0, 0.0, 0.0], [0.0, 0.0, 0.0], [0.0, 0.0, 0.0], [0.1, -0.1, 0.0], [0.0, 0.0, -0.1], [0.0, 0.0, 0.0], [0.0, 0.0, 0.0], [0.1, 0.0, 0.1], [0.0, 0.0, 0.0], [0.0, -0.1, 0.1], [0.0, 0.0, 0.0], [0.0, 0.0, 0.0], [0.0, 0.0, 0.0], [0.0, 0.0, 0.0], [0.0, 0.0, 0.0], [0.0, 0.0, 0.0], [0.1, 0.0, -0.1], [0.0, 0.0, 0.0], [-0.1, -0.1, 0.1], [0.0, 0.0, 0.0], [0.6, 0.2, -0.4], [0.0, 0.1, 0.1], [0.0, -0.1, 0.1], [0.0, 0.0, 0.0], [0.0, 0.0, 0.0], [0.0, 0.0, 0.0], [0.2, -0.1, 0.0], [0.0, 0.0, 0.0], [0.0, 0.0, 0.0], [-0.1, 0.0, -0.1], [0.0, 0.0, 0.0], [-0.1, -0.1, 0.0], [0.0, 0.1, 0.1], [0.0, 0.0, 0.0], [0.0, 0.0, 0.0], [0.0, -0.1, 0.0], [0.0, 0.0, 0.0], [0.0, 0.0, 0.0], [0.0, 0.0, 0.0], [-0.9, -0.1, 0.1], [0.0, 0.0, 0.0], [0.0, 0.0, 0.0], [0.0, 0.0, 0.0], [-0.2, 0.1, 0.1], [0.0, 0.0, 0.0], [0.0, 0.0, 0.0], [0.0, -0.1, 0.0], [0.1, 0.1, 0.1], [0.0, 0.0, -0.1], [0.2, 0.5, 0.1], [0.0, 0.0, 0.0], [-0.1, 0.0, -0.1], [0.0, 0.0, 0.0], [0.0, 0.0, 0.0], [0.0, 0.0, 0.1], [0.0, 0.0, 0.0], [0.0, 0.0, 0.0], [0.0, 0.3, 0.4], [0.0, 0.1, 0.0], [0.0, 0.0, 0.0], [0.4, -0.2, 0.0], [-0.1, 0.0, 0.0], [0.0, 0.0, 0.0], [0.0, 0.0, -0.1], [-0.1, 0.0, 0.1], [0.0, 0.0, 0.0], [0.0, 0.0, 0.0], [-0.1, -0.2, 0.0], [0.1, 0.1, 0.1], [0.0, 0.0, 0.0], [0.0, -0.1, 0.1], [0.0, 0.0, 0.0], [0.0, 0.0, 0.0], [0.0, 0.0, 0.0], [0.0, 0.1, 0.0], [0.0, 0.0, 0.0], [-0.2, 0.0, -0.1], [0.0, 0.0, 0.0], [0.0, 0.0, 0.0], [0.0, 0.0, 0.0], [-0.1, 0.0, 0.0], [0.0, 0.0, 0.0], [-0.1, 0.0, 0.0], [0.0, 0.0, 0.0], [-0.1, -0.2, -0.2], [0.0, 0.0, 0.0], [0.1, 0.0, 0.0], [0.0, 0.0, -0.1], [0.0, 0.0, 0.0], [0.0, 0.0, 0.0]],
  "mulliken_charge": [-0.73, 0.41, 0.58, -0.42, 0.37, 0.29, -1.28, -1.11, -0.60, 0.27, -0.75, -0.15, -0.67, -0.62, 0.43, 0.44, 0.44, 0.40, 0.54, -0.78, 0.53, 0.13, 0.06, 0.83, -0.35, -0.63, -0.62, -0.52, 0.51, -0.40, 0.44, 0.50, -1.10, -0.52, 0.98, 1.02, 0.43, 0.39, -0.34, -0.06, 0.41, -0.58, 2.47, -0.89, 0.47, 0.42, 0.19, -0.24, 0.25, -0.74, -0.36, -0.90, -0.24, 0.49, 0.93, 0.36, -0.20, -0.13, -0.68, 0.27, -0.08, -0.06, 0.46, 1.03, 0.12, 0.04, -1.61, -0.02, 0.05, -0.63, -0.83, 0.51, 0.30, -0.65, 0.50, 0.49, -0.41, -0.84, -0.94, -1.25, 0.39, 0.49, 0.24, 0.69, 0.28, 0.07, 0.69, 0.38, 0.18, 0.65, -0.52, 0.27, 0.39],
  "lumo_energy_ev": -0.011,
  "multiplicity": 1,
  "gap_ev": 6.9,
  "e_homo_ev": -7.0
}


# 2
{
  "formula": "C4H34N2O14",
  "method": "ωB97M-V/def2-TZVPD",
  "symbols": ["H", "H", "H", "H", "H", "H", "H", "H", "O", "C", "H", "H", "H", "O", "H", "H", "H", "O", "C", "O", "H", "H", "H", "H", "H", "O", "H", "N", "O", "C", "H", "H", "H", "C", "H", "H", "H", "O", "H", "H", "O", "O", "H", "O", "H", "O", "N", "H", "O", "O", "H", "H", "H", "O"],
  "coordinates": [[-1.495, -3.028, 1.490], [-0.015, 1.572, -2.820], [1.686, 1.076, 0.857], [4.355, -1.072, -0.851], [2.887, 1.921, 1.230], [1.057, -2.363, -2.083], [2.298, -1.500, -1.700], [-0.779, -3.434, -0.696], [3.482, -1.110, -0.533], [0.345, -1.483, 2.513], [1.048, 4.127, -2.443], [-2.408, -0.020, -2.130], [1.630, -1.185, 0.779], [0.073, 3.277, 0.573], [1.023, -2.229, 2.972], [0.370, -2.314, 0.528], [-0.419, -4.137, -2.068], [2.645, 1.431, -1.981], [-0.334, -0.318, 0.352], [-3.639, -1.689, -0.240], [-0.313, 2.427, 0.630], [-1.488, 0.703, 2.568], [-2.988, -1.504, -0.872], [-3.004, 0.421, 2.693], [2.793, 1.381, -1.016], [1.535, -1.548, -2.302], [-0.409, -1.346, -1.409], [-0.621, 0.778, -2.957], [-1.825, -3.419, 0.656], [0.522, -1.374, 0.991], [-3.853, 1.548, 0.667], [1.558, 3.505, 1.371], [3.321, -0.324, -0.004], [-1.454, 0.453, -1.789], [2.202, 3.602, 2.822], [1.556, 2.741, -2.000], [0.478, -0.566, 3.026], [-2.109, 0.332, 3.195], [-2.624, -2.900, 0.457], [-0.061, -0.028, -3.315], [-0.946, -2.030, 2.806], [2.606, 1.125, 0.672], [-2.394, 0.915, 0.678], [0.775, 3.353, -2.002], [-3.739, -0.836, 0.233], [2.401, 3.440, 1.877], [-0.745, -0.545, -0.906], [2.265, 0.622, -2.234], [-3.344, 0.755, 0.853], [-0.297, -3.380, -1.546], [-1.520, -1.280, 3.015], [0.304, 3.378, -0.364], [-1.725, 1.350, -1.195], [-0.666, 0.726, 0.953]],
  "atomic_forces_ev_per_a": [[-0.1, -0.1, 0.1], [-0.1, 0.1, 0.2], [-1.5, -0.1, 0.3], [1.7, 0.1, -0.6], [-0.4, -0.7, -0.5], [0.1, -0.1, 0.0], [0.0, -0.1, 0.0], [-0.6, -0.5, 0.3], [-1.3, -0.8, 0.4], [-0.5, -2.1, -0.3], [0.4, 1.5, -0.8], [0.7, 0.3, 0.2], [-1.5, 0.1, 0.2], [0.6, 1.8, 0.2], [0.2, 0.6, -0.6], [-0.3, -0.8, -0.3], [-0.5, -1.6, -0.8], [0.9, 2.1, 0.4], [-0.3, -0.7, -1.5], [-1.8, -0.1, 1.4], [-0.7, -1.6, 0.3], [0.4, 0.3, -0.3], [1.4, 0.3, -1.5], [2.3, -0.2, 1.2], [-0.1, -0.1, -0.2], [0.1, 0.2, -0.4], [0.2, -0.3, 0.1], [-0.4, -0.8, 0.1], [0.3, -0.4, 0.0], [2.2, 0.9, 0.8], [0.1, 0.1, -0.1], [-0.2, 0.0, 0.4], [0.1, 0.5, 0.3], [0.8, -0.5, -0.5], [0.1, -0.1, -0.9], [-0.1, 0.0, -0.2], [0.2, 1.1, 0.4], [-2.7, 0.0, -0.2], [-0.2, 0.0, 0.0], [-0.8, 0.9, 0.7], [0.5, -0.1, -0.1], [1.8, 0.9, 0.7], [-0.1, 0.2, 0.1], [-0.2, -1.5, 0.7], [0.0, -0.3, -0.2], [0.3, 0.2, 0.8], [-0.8, 1.4, 0.6], [-0.9, -1.9, -0.6], [-0.5, 0.1, -0.1], [0.7, 1.8, 0.5], [-0.5, 0.4, 0.2], [0.0, 0.3, -0.4], [0.4, -0.5, -0.6], [0.2, 0.1, 0.1]],
  "nbo_charge": [0.50, 0.39, 0.49, 0.48, 0.54, 0.50, 0.50, 0.52, -0.98, -0.07, 0.48, 0.18, 0.26, -1.00, 0.20, 0.25, 0.49, -0.98, 0.72, -0.96, 0.49, 0.49, 0.46, 0.50, 0.50, -1.04, 0.45, -0.86, -1.02, -0.55, 0.50, 0.51, 0.50, -0.06, 0.49, 0.51, 0.18, -0.98, 0.50, 0.39, -0.77, -1.01, 0.51, -1.00, 0.50, -1.00, -0.61, 0.49, -0.99, -1.02, 0.51, 0.50, 0.20, -0.80],
  "lumo_energy_ev": 0.252,
  "multiplicity": 1,
  "gap_ev": 9.9,
  "e_homo_ev": -9.7
}


# 3
{
  "formula": "C5H9NO",
  "method": "ωB97M-V/def2-TZVPD",
  "symbols": ["H", "N", "H", "H", "C", "H", "C", "H", "O", "H", "C", "H", "H", "C", "H", "C"],
  "coordinates": [[1.487, 1.476, -1.364], [-2.002, 1.941, -0.576], [0.663, 0.936, -2.841], [-1.569, -0.157, 1.188], [-0.166, 0.122, -1.020], [-0.642, -0.749, -1.481], [-1.193, 1.151, -0.822], [1.743, -0.173, -1.968], [-0.854, -0.824, 1.071], [-0.419, -0.290, 3.061], [1.004, 0.625, -1.854], [1.036, -1.141, 0.266], [-0.299, -2.046, 2.696], [0.326, -0.313, 0.345], [0.848, 0.491, 0.881], [0.036, -1.050, 2.418]],
  "atomic_forces_ev_per_a": [[-0.1, -0.1, -0.1], [0.7, -0.7, -0.2], [0.1, 0.0, 0.0], [0.8, -0.3, -0.2], [0.0, 0.0, -0.3], [0.0, 0.2, -0.2], [-0.8, 0.7, 0.1], [-0.1, 0.1, 0.0], [1.3, 0.5, 0.0], [-0.2, -0.2, 0.3], [0.1, 0.1, -0.2], [-0.5, 0.1, 0.1], [-0.4, -0.1, 0.3], [-0.4, 0.2, -0.7], [-0.5, -0.2, 0.0], [0.0, -0.4, 1.2]],
  "nbo_charge": [0.22, -0.32, 0.23, 0.52, -0.38, 0.25, 0.27, 0.22, -0.55, 0.13, -0.59, 0.24, 0.14, -0.04, 0.23, -0.58],
  "lumo_energy_ev": 0.630,
  "multiplicity": 1,
  "gap_ev": 7.9,
  "e_homo_ev": -7.3
}


# 4
{
  "formula": "C2H4N2S3",
  "method": "ωB97M-V/def2-TZVPD",
  "symbols": ["C", "N", "S", "S", "H", "H", "S", "H", "N", "C", "H"],
  "coordinates": [[-0.386, -0.146, 0.320], [0.756, 1.817, -0.122], [1.103, -1.877, -1.009], [1.883, 0.669, 0.415], [0.975, 2.446, -0.846], [0.471, -2.976, -0.598], [-1.760, -1.219, 0.536], [-2.100, -0.565, 1.619], [0.932, -0.729, 0.441], [-0.450, 1.126, -0.166], [-1.424, 1.454, -0.590]],
  "atomic_forces_ev_per_a": [[-0.1, 0.8, -0.8], [-1.5, -0.7, 0.3], [0.7, 0.8, -0.5], [1.9, -0.3, 0.9], [0.4, 0.5, -1.3], [-0.1, 0.0, 0.7], [0.1, 0.0, -0.5], [-0.6, 0.0, 0.8], [-0.8, -0.2, -0.6], [-1.1, -1.4, 0.4], [1.1, 0.5, 0.5]],
  "nbo_charge": [-0.13, -0.75, 0.05, 0.62, 0.40, 0.13, 0.03, 0.13, -0.67, -0.05, 0.24],
  "lumo_energy_ev": 0.550,
  "multiplicity": 1,
  "gap_ev": 8.4,
  "e_homo_ev": -7.8
}